[1]
A structure of composition C21H42F6O21PV in a non-equilibrium geometry, computed with wB97M-V/def2-TZVPD.

Calculated values
multiplicity	4
HOMO level (spin up / spin down)	-10.42 / -13.09	eV
HOMO-LUMO gap (spin up / spin down)	8.59 / 11.26	eV
relative energy (zero: lowest compared OMol25 entry of this formula, charge and spin)	96.71	kcal per mole
net charge	+1

CARTESIAN COORDINATES (ANGSTROEM)
V  17.958  -27.239  -24.614
P  19.581  -29.674  -21.899
F  18.072  -30.136  -21.449
F  20.188  -30.516  -20.619
F  19.566  -30.935  -22.920
F  21.103  -29.152  -22.306
F  18.844  -28.745  -23.092
F  19.420  -28.450  -20.877
C  13.396  -24.222  -26.224
O  14.736  -24.793  -26.075
C  15.595  -24.465  -25.080
O  16.684  -25.115  -24.895
O  15.190  -23.423  -24.408
C  15.916  -22.933  -23.351
H  13.420  -23.143  -26.073
H  12.662  -24.544  -25.485
H  13.033  -24.506  -27.212
H  16.913  -22.632  -23.672
H  16.013  -23.637  -22.525
H  15.411  -22.043  -22.976
C  19.338  -24.992  -28.229
O  17.900  -25.071  -28.339
C  17.248  -26.061  -27.741
O  17.707  -26.715  -26.827
O  16.087  -26.184  -28.307
C  15.206  -27.161  -27.790
H  19.749  -24.659  -27.277
H  19.750  -24.462  -29.087
H  19.656  -26.017  -28.420
H  14.143  -27.077  -28.017
H  15.152  -27.025  -26.710
H  15.554  -28.192  -27.859
C  21.082  -30.480  -25.989
O  21.605  -29.318  -26.537
C  20.971  -28.092  -26.342
O  19.982  -27.872  -25.540
O  21.606  -27.123  -27.113
C  22.633  -27.434  -28.120
H  21.226  -31.206  -26.789
H  20.025  -30.418  -25.731
H  21.678  -30.830  -25.146
H  22.339  -28.300  -28.712
H  23.621  -27.450  -27.659
H  22.752  -26.598  -28.810
C  16.114  -27.540  -20.348
O  16.903  -26.346  -20.227
C  17.692  -26.004  -21.293
O  17.640  -26.503  -22.450
O  18.472  -24.893  -21.005
C  18.763  -24.367  -19.667
H  16.722  -28.377  -20.693
H  15.406  -27.208  -21.108
H  15.657  -27.849  -19.408
H  19.838  -24.255  -19.527
H  18.347  -25.026  -18.904
H  18.158  -23.486  -19.455
C  18.112  -30.130  -28.035
O  17.375  -30.840  -27.119
C  17.352  -30.403  -25.894
O  17.469  -29.211  -25.589
O  17.061  -31.392  -25.001
C  16.553  -32.693  -25.303
H  18.191  -30.734  -28.940
H  19.124  -29.926  -27.686
H  17.617  -29.177  -28.220
H  17.362  -33.401  -25.487
H  15.980  -32.657  -26.229
H  15.994  -33.126  -24.473
C  21.683  -26.055  -22.716
O  21.333  -24.789  -23.312
C  20.266  -24.714  -24.085
O  19.354  -25.495  -24.227
O  20.380  -23.461  -24.626
C  19.291  -22.791  -25.155
H  22.706  -25.971  -22.351
H  21.701  -26.848  -23.464
H  20.913  -26.420  -22.036
H  19.582  -22.155  -25.991
H  18.901  -22.172  -24.347
H  18.469  -23.475  -25.364
C  15.082  -29.923  -22.966
O  14.214  -29.130  -23.706
C  14.675  -27.958  -24.187
O  15.840  -27.587  -24.234
O  13.658  -27.251  -24.678
C  12.267  -27.582  -24.659
H  14.761  -30.950  -23.142
H  14.820  -29.715  -21.929
H  16.142  -29.912  -23.219
H  11.586  -26.796  -24.986
H  11.949  -27.795  -23.638
H  12.257  -28.518  -25.218



[2]
A cluster of 3 separate species, C13H30BrClN4O5P in total in a non-equilibrium geometry, computed with wB97M-V/def2-TZVPD.

Calculated values
HOMO level	-11.50	eV
HOMO-LUMO gap	7.61	eV
relative energy (zero: lowest compared OMol25 entry of this formula, charge and spin)	58.96	kcal per mole
net charge	+1

CARTESIAN COORDINATES (ANGSTROEM)
C  -3.463  -3.709  -2.472
C  -2.023  -3.616  -3.170
O  -0.901  -3.489  -2.260
C  -0.935  -4.453  -1.191
C  -1.326  -3.653  0.157
P  0.179  -2.787  0.964
Cl  1.716  -2.603  -0.459
C  -0.456  -1.115  1.576
C  0.692  -0.016  1.820
O  0.955  0.799  0.656
C  2.294  0.663  0.185
C  3.615  0.831  1.076
O  2.474  0.436  -1.039
C  0.649  -3.835  2.465
C  2.197  -4.263  2.541
C  2.589  -5.356  1.399
Br  3.470  -2.746  2.634
H  -3.621  -2.999  -1.597
H  -3.599  -4.810  -2.146
H  -4.319  -3.518  -3.217
H  -2.032  -2.645  -3.796
H  -1.876  -4.464  -3.918
H  -1.571  -5.375  -1.389
H  0.147  -4.841  -1.054
H  -1.939  -4.259  0.904
H  -2.007  -2.781  -0.174
H  -1.168  -0.675  0.782
H  -1.054  -1.216  2.555
H  1.600  -0.555  2.250
H  0.308  0.698  2.639
H  4.387  0.034  0.783
H  4.013  1.890  0.871
H  3.391  0.677  2.191
H  0.054  -4.822  2.395
H  0.285  -3.278  3.392
H  2.310  -4.839  3.536
H  3.354  -6.074  1.877
H  3.059  -4.884  0.477
H  1.685  -6.011  1.127
C  -1.256  3.766  -0.544
O  -2.149  2.970  -0.804
N  0.032  3.383  -0.361
N  -1.476  5.098  -0.417
H  0.779  4.018  -0.147
H  0.234  2.399  -0.448
H  -2.421  5.421  -0.546
H  -0.754  5.768  -0.204
C  -0.629  8.619  -0.798
O  -0.307  8.057  0.241
N  -1.118  7.945  -1.867
N  -0.524  9.959  -0.968
H  -1.389  8.381  -2.729
H  -1.209  6.946  -1.774
H  -0.164  10.493  -0.194
H  -0.782  10.438  -1.812



[3]
A structure of composition C20AlB5O40 in a non-equilibrium geometry, computed with wB97M-V/def2-TZVPD.

Calculated values
HOMO level	-6.07	eV
HOMO-LUMO gap	2.97	eV
relative energy (zero: lowest compared OMol25 entry of this formula, charge and spin)	0.00	kcal per mole
net charge	-2

CARTESIAN COORDINATES (ANGSTROEM)
Al  -11.140  -5.260  -14.161
O  -8.910  -4.992  -14.412
C  -8.107  -4.832  -13.503
O  -6.918  -4.366  -13.463
B  -6.403  -4.293  -12.062
O  -7.588  -4.687  -11.281
C  -8.563  -5.040  -12.048
O  -9.695  -5.288  -11.780
O  -5.871  -2.975  -11.697
C  -4.533  -2.993  -11.601
O  -3.820  -2.094  -11.303
C  -4.120  -4.479  -11.747
O  -5.222  -5.167  -11.925
O  -3.016  -4.908  -11.611
O  -8.050  -13.336  -17.711
C  -8.779  -12.479  -17.329
O  -8.789  -11.198  -17.725
B  -9.860  -10.486  -17.021
O  -10.373  -11.468  -16.031
C  -9.812  -12.639  -16.228
O  -10.066  -13.665  -15.683
O  -9.491  -9.240  -16.271
C  -10.311  -8.286  -16.551
O  -10.402  -7.207  -16.008
C  -11.328  -8.839  -17.610
O  -10.892  -10.027  -17.935
O  -12.230  -8.210  -18.063
O  -14.192  -13.891  -14.890
C  -14.174  -12.765  -15.271
O  -14.581  -11.643  -14.684
B  -14.240  -10.507  -15.568
O  -13.813  -11.109  -16.827
C  -13.566  -12.402  -16.642
O  -12.984  -13.187  -17.318
O  -13.178  -9.607  -15.022
C  -13.563  -8.375  -15.164
O  -12.917  -7.382  -14.956
C  -15.037  -8.364  -15.732
O  -15.395  -9.616  -15.813
O  -15.691  -7.391  -15.921
O  -12.982  -4.587  -12.185
C  -13.927  -4.025  -12.642
O  -14.919  -3.494  -12.023
B  -15.903  -3.051  -13.001
O  -15.358  -3.432  -14.360
C  -14.258  -4.082  -14.155
O  -13.453  -4.504  -14.952
O  -16.000  -1.575  -12.981
C  -17.244  -1.168  -12.763
O  -17.684  -0.070  -12.664
C  -18.080  -2.437  -12.578
O  -17.265  -3.478  -12.683
O  -19.227  -2.470  -12.257
O  -11.468  -2.699  -15.377
C  -11.978  -1.599  -15.438
O  -12.716  -1.079  -14.509
B  -12.883  0.382  -14.718
O  -12.352  0.574  -16.092
C  -11.673  -0.491  -16.460
O  -11.016  -0.617  -17.443
O  -14.278  0.795  -14.562
C  -14.415  1.613  -13.523
O  -15.414  2.054  -13.067
C  -12.971  1.898  -13.018
O  -12.120  1.187  -13.736
O  -12.728  2.636  -12.116



[4]
A structure of composition As2CsF12 in a non-equilibrium geometry, computed with wB97M-V/def2-TZVPD.

Calculated values
HOMO level	-9.45	eV
HOMO-LUMO gap	10.79	eV
relative energy (zero: lowest compared OMol25 entry of this formula, charge and spin)	21.55	kcal per mole
net charge	-1

CARTESIAN COORDINATES (ANGSTROEM)
Cs  -0.067  2.018  -1.994
As  2.086  -1.621  -1.124
F  3.781  -1.140  -0.794
F  1.511  -0.024  -0.521
F  0.356  -1.990  -1.396
F  2.580  -3.154  -1.818
F  2.041  -2.293  0.559
F  2.185  -1.001  -2.816
As  -2.100  1.328  1.416
F  -2.177  0.549  -0.236
F  -3.227  2.574  0.905
F  -1.852  2.160  3.046
F  -1.028  -0.058  1.930
F  -0.623  2.269  0.776
F  -3.467  0.383  2.066



[5]
A cluster of 2 separate species, C4H7INO4 in total in a non-equilibrium geometry, computed with wB97M-V/def2-TZVPD.

Calculated values
HOMO level (spin up / spin down)	-3.95 / -3.95	eV
HOMO-LUMO gap (spin up / spin down)	6.81 / 6.81	eV
relative energy (zero: lowest compared OMol25 entry of this formula, charge and spin)	82.20	kcal per mole
net charge	-1

CARTESIAN COORDINATES (ANGSTROEM)
C  2.962  -0.214  -0.489
C  -0.029  -1.103  -0.384
C  -0.236  0.346  -0.717
C  -2.101  0.477  0.968
N  1.888  0.730  0.082
O  4.082  0.033  -0.052
O  2.575  -1.053  -1.321
O  -2.871  -0.455  0.405
O  0.730  1.190  -0.609
I  -2.859  2.626  0.577
H  -0.041  -1.115  0.686
H  -0.909  -1.861  -0.623
H  0.936  -1.442  -0.722
H  -0.867  0.694  -1.497
H  -2.035  0.428  2.012
H  2.240  1.530  0.662
H  -3.466  -0.814  1.025



[6]
A structure of composition C15H16I2O4RhSV in a non-equilibrium geometry, computed with wB97M-V/def2-TZVPD.

Calculated values
multiplicity	7
HOMO level (spin up / spin down)	-22.29 / -22.27	eV
HOMO-LUMO gap (spin up / spin down)	5.77 / 5.11	eV
net charge	+4

CARTESIAN COORDINATES (ANGSTROEM)
I  -1.586  2.981  -1.425
I  -2.491  -0.015  -2.781
Rh  0.810  -0.793  0.882
V  0.129  1.359  -0.502
S  0.157  -0.570  -1.593
C  1.653  2.164  -1.240
C  1.081  1.926  1.045
C  0.962  -0.527  -3.503
C  0.326  -1.652  -4.278
C  2.445  -0.741  -3.265
C  0.709  0.831  -4.116
C  1.224  -1.266  2.631
C  2.518  -1.380  0.374
O  1.719  2.479  1.855
O  2.654  2.656  -1.577
O  1.436  -1.660  3.701
O  3.550  -1.812  0.085
H  0.766  -1.651  -5.286
H  -0.751  -1.517  -4.393
H  0.508  -2.615  -3.790
H  2.938  -0.925  -4.229
H  2.646  -1.582  -2.599
H  2.903  0.146  -2.816
H  1.003  0.754  -5.175
H  1.294  1.619  -3.620
H  -0.355  1.101  -4.088
C  -1.186  -0.005  1.273
C  -1.639  0.046  2.712
C  -0.880  0.657  3.720
C  -1.306  0.615  5.051
C  -2.519  -0.009  5.383
C  -3.322  -0.541  4.366
C  -2.888  -0.509  3.047
H  -1.795  -0.774  0.775
H  -1.465  0.977  0.808
H  0.066  1.140  3.458
H  -0.695  1.086  5.825
H  -2.826  -0.080  6.426
H  -4.285  -0.992  4.608
H  -3.507  -0.919  2.248



[7]
A structure of composition C23H35BFN7PtS2SeSi, computed with wB97M-V/def2-TZVPD.

Calculated values
HOMO level (spin up / spin down)	-7.44 / -7.44	eV
HOMO-LUMO gap (spin up / spin down)	6.56 / 6.56	eV
relative energy (zero: lowest compared OMol25 entry of this formula, charge and spin)	31.84	kcal per mole
net charge	0

CARTESIAN COORDINATES (ANGSTROEM)
Pt  -0.305  0.392  1.815
C  -4.258  0.333  2.112
N  -3.844  1.703  1.863
C  -4.392  2.802  2.484
C  -3.726  3.879  2.015
N  -2.781  3.447  1.116
B  -1.903  4.484  0.339
N  -0.419  4.019  0.178
C  0.316  4.408  -0.917
C  1.584  3.968  -0.757
N  1.617  3.303  0.446
C  2.783  2.631  0.991
C  0.387  3.349  1.003
S  -0.018  2.632  2.537
C  -2.858  2.116  1.035
S  -1.878  1.028  0.092
H  -3.932  0.013  3.100
H  -3.808  -0.316  1.367
H  -5.343  0.270  2.045
H  -5.194  2.712  3.195
H  -3.831  4.923  2.247
H  -2.336  4.641  -0.776
H  -1.937  5.502  0.988
H  -0.138  4.952  -1.725
H  2.452  4.048  -1.385
H  3.425  2.347  0.159
H  2.462  1.739  1.521
H  3.317  3.286  1.678
C  -0.068  -1.389  -1.768
Si  0.468  -2.074  -0.103
C  0.493  -3.948  -0.214
C  2.225  -1.465  0.138
N  -0.485  -1.596  1.249
C  -1.682  -2.200  1.606
C  -2.614  -2.691  0.680
C  -3.795  -3.305  1.070
C  -4.110  -3.439  2.414
C  -3.213  -2.966  3.365
C  -2.040  -2.378  2.950
F  -1.183  -1.948  3.914
H  0.535  -1.863  -2.548
H  0.105  -0.309  -1.824
H  -1.120  -1.572  -1.996
H  1.078  -4.258  -1.085
H  -0.508  -4.371  -0.316
H  0.949  -4.388  0.675
H  2.870  -1.966  -0.591
H  2.613  -1.684  1.135
H  2.297  -0.389  -0.044
H  -2.401  -2.558  -0.373
H  -4.481  -3.667  0.313
H  -5.033  -3.909  2.725
H  -3.402  -3.060  4.426
C  0.749  -0.214  3.212
H  1.199  -1.207  3.211
H  0.932  0.350  4.130
C  1.463  -0.445  -4.952
N  2.588  -0.924  -4.172
C  3.134  -2.192  -4.222
C  4.148  -2.223  -3.333
N  4.209  -0.973  -2.747
C  5.168  -0.540  -1.750
C  3.246  -0.172  -3.259
Se  2.867  1.558  -2.787
H  1.152  -1.239  -5.628
H  1.760  0.435  -5.519
H  0.642  -0.174  -4.292
H  2.756  -2.951  -4.882
H  4.827  -3.013  -3.070
H  5.811  -1.381  -1.502
H  4.644  -0.197  -0.860
H  5.765  0.283  -2.143



[8]
A cluster of 12 separate species, C26H72O12 in total in a non-equilibrium geometry, computed with wB97M-V/def2-TZVPD.

Calculated values
HOMO level	-9.38	eV
structure (SMILES)	CC(C)=O.CC(C)=O.CCO.CCO.CCO.CCO.CCO.CCO.CCO.CCO.CCO.CCO
HOMO-LUMO gap	9.63	eV
relative energy (zero: lowest compared OMol25 entry of this formula, charge and spin)	0.00	kcal per mole
net charge	0

CARTESIAN COORDINATES (ANGSTROEM)
C  -0.401  -4.726  -2.732
C  1.113  -4.579  -2.317
O  1.441  -3.218  -2.057
H  -0.609  -5.737  -3.098
H  -0.703  -3.986  -3.520
H  -1.125  -4.544  -1.900
H  1.815  -5.006  -3.073
H  1.303  -5.143  -1.416
H  1.633  -2.858  -2.942
C  0.005  -4.645  2.453
C  0.474  -4.628  1.005
O  0.269  -3.287  0.485
H  -1.084  -4.522  2.497
H  0.461  -3.759  2.932
H  0.333  -5.451  3.053
H  -0.074  -5.335  0.343
H  1.556  -4.870  1.084
H  0.763  -3.114  -0.339
C  2.578  3.535  0.990
C  1.104  3.699  1.347
O  0.246  3.576  0.199
H  3.217  3.839  1.872
H  2.878  4.284  0.232
H  2.870  2.552  0.616
H  1.008  4.708  1.736
H  0.705  2.971  2.124
H  -0.649  3.330  0.490
C  -3.841  -1.337  -1.444
C  -3.835  -0.143  -2.366
O  -2.576  0.149  -2.914
H  -4.867  -1.492  -1.195
H  -3.247  -1.136  -0.542
H  -3.480  -2.138  -2.062
H  -4.279  0.714  -1.861
H  -4.513  -0.395  -3.174
H  -2.011  0.463  -2.186
C  0.819  3.168  -3.243
C  1.607  4.409  -2.672
O  0.747  5.307  -1.987
H  1.483  2.440  -3.612
H  0.072  3.496  -3.936
H  0.252  2.688  -2.435
H  2.190  4.975  -3.388
H  2.333  3.992  -1.981
H  0.439  4.796  -1.222
C  4.221  -1.818  1.771
C  3.445  -0.646  2.389
O  2.276  -1.098  3.014
H  5.045  -1.411  1.273
H  3.601  -2.200  0.999
H  4.459  -2.571  2.483
H  3.296  0.075  1.566
H  3.939  -0.112  3.195
H  1.538  -1.083  2.389
C  3.750  -0.110  -2.065
C  5.156  -0.663  -2.104
O  5.996  0.067  -2.972
H  3.441  -0.017  -3.140
H  3.621  0.882  -1.581
H  3.087  -0.771  -1.531
H  5.087  -1.646  -2.453
H  5.571  -0.648  -1.094
H  5.600  -0.061  -3.834
C  0.180  -0.617  -4.223
C  0.681  -1.292  -5.453
O  1.466  -2.399  -4.924
H  -0.390  -1.318  -3.633
H  -0.446  0.227  -4.510
H  0.991  -0.272  -3.604
H  1.342  -0.695  -6.041
H  -0.184  -1.638  -6.012
H  2.197  -2.662  -5.480
C  0.799  0.024  -0.601
C  -0.387  0.013  0.258
O  -0.110  -0.617  1.508
H  1.513  0.747  -0.162
H  0.546  0.425  -1.622
H  1.256  -0.962  -0.792
H  -1.269  -0.396  -0.239
H  -0.555  1.078  0.495
H  -0.142  -1.597  1.314
C  -3.529  4.008  -0.411
C  -3.277  3.605  0.984
O  -2.240  2.640  1.123
H  -4.126  4.877  -0.495
H  -4.095  3.168  -0.922
H  -2.584  4.104  -0.951
H  -4.192  3.180  1.411
H  -3.040  4.482  1.539
H  -2.060  2.669  2.113
C  -2.013  2.238  6.228
C  -1.395  1.832  4.886
O  -1.642  2.476  3.880
C  -0.503  0.685  4.857
H  -2.226  3.271  6.406
H  -1.275  1.838  6.925
H  -2.904  1.680  6.300
H  -0.249  0.452  3.817
H  -0.924  -0.214  5.335
H  0.432  0.878  5.390
C  -3.322  -1.740  2.811
C  -3.686  -0.434  3.541
O  -3.472  -0.346  4.761
C  -4.146  0.722  2.709
H  -2.232  -1.867  2.710
H  -3.792  -1.867  1.838
H  -3.749  -2.566  3.380
H  -4.429  1.596  3.326
H  -4.967  0.352  2.065
H  -3.399  1.020  2.020



These records have energy values of -116736.2978 -122012.6261 -112646.6412 -154845.6538 -22039.0124 -79686.4032 -136387.8857 -52697.0178 eV, in the order they appear.